# 1
109
Properties=species:S:1:pos:R:3 method="wB97M-V/def2-TZVPD" e_above_lowest_kj_mol=0.0 gap_ha="0.1822 / 0.1823" total_energy_ev=-87370.4069 largest_force_ha_per_bohr=0.0162
Sr 1.226 -0.145 -0.618
C 7.145 -2.567 2.088
C 6.345 -2.861 3.195
C 4.963 -2.742 3.136
C 4.405 -2.301 1.950
C 3.010 -2.092 1.514
N 1.984 -2.443 2.248
C 0.707 -2.492 1.806
C -0.362 -3.171 2.542
C -0.404 -3.799 3.778
C -1.606 -4.357 4.182
C -2.738 -4.306 3.359
C -2.693 -3.691 2.118
C -1.496 -3.110 1.721
C -1.087 -2.389 0.517
N -1.877 -2.149 -0.509
C -1.491 -1.677 -1.699
N -0.212 -1.453 -2.120
C -0.216 -1.112 -3.418
N 0.868 -0.983 -4.223
C 2.109 -1.027 -3.826
N 2.597 -0.924 -2.543
C 3.890 -1.256 -2.532
N 4.700 -1.438 -1.483
C 4.280 -1.620 -0.239
N 3.016 -1.608 0.232
C 5.204 -2.011 0.845
C 6.578 -2.147 0.891
C 4.352 -1.493 -3.916
C 5.583 -1.843 -4.437
C 5.674 -2.011 -5.813
C 4.555 -1.849 -6.632
C 3.316 -1.516 -6.098
C 3.235 -1.328 -4.732
C -1.588 -1.045 -3.894
C -2.157 -0.700 -5.119
C -3.535 -0.720 -5.227
C -4.342 -1.089 -4.137
C -3.785 -1.437 -2.921
C -2.397 -1.410 -2.802
N 0.229 -2.030 0.654
H 8.219 -2.676 2.165
H 6.815 -3.194 4.112
H 4.337 -2.987 3.984
H 0.481 -3.848 4.398
H -1.673 -4.850 5.144
H -3.660 -4.762 3.697
H -3.556 -3.670 1.465
H 7.182 -1.932 0.020
H 6.435 -1.981 -3.786
H 6.624 -2.277 -6.259
H 4.656 -1.992 -7.700
H 2.440 -1.407 -6.724
H -1.528 -0.435 -5.959
H -4.003 -0.461 -6.168
H -5.418 -1.101 -4.257
H -4.399 -1.725 -2.078
O 0.252 1.256 1.271
P -0.713 1.731 2.311
C -2.449 1.515 1.878
C -2.923 0.205 1.793
C -4.220 -0.036 1.368
C -5.051 1.029 1.050
C -4.587 2.334 1.149
C -3.284 2.580 1.552
C -0.507 0.802 3.834
C 0.640 0.026 3.969
C 0.808 -0.770 5.091
C -0.160 -0.781 6.083
C -1.307 -0.007 5.952
C -1.488 0.777 4.825
C -0.490 3.495 2.598
C -1.048 4.151 3.693
C -0.882 5.519 3.836
C -0.163 6.234 2.886
C 0.395 5.584 1.796
C 0.235 4.212 1.651
H -2.276 -0.623 2.057
H -4.572 -1.055 1.290
H -6.067 0.842 0.726
H -5.243 3.162 0.909
H -2.919 3.598 1.625
H 1.380 0.024 3.181
H 1.687 -1.395 5.173
H -0.032 -1.407 6.956
H -2.071 -0.033 6.718
H -2.408 1.336 4.699
H -1.602 3.594 4.439
H -1.309 6.028 4.690
H -0.034 7.302 3.001
H 0.959 6.141 1.061
H 0.672 3.690 0.810
O 0.596 4.162 -2.640
C 0.303 2.897 -2.421
O 1.043 2.149 -1.817
C -1.027 2.433 -2.980
N -1.709 3.535 -3.680
C -3.049 3.695 -3.072
C -3.342 2.354 -2.404
C -1.972 1.980 -1.850
H -0.818 1.596 -3.652
H -1.801 3.314 -4.662
H -0.187 4.499 -3.147
H -3.779 3.981 -3.827
H -3.011 4.490 -2.321
H -3.657 1.616 -3.147
H -4.107 2.415 -1.632
H -1.871 0.919 -1.627
H -1.767 2.543 -0.934

***

# 2
116
Properties=species:S:1:pos:R:3 method="wB97M-V/def2-TZVPD" charge=+1 gap_ha=0.2458 total_energy_ev=-233507.9773 largest_force_ha_per_bohr=0.0954
C 2.040 -0.390 1.188
C 2.036 1.167 1.254
Br 1.705 1.667 3.134
C 1.018 1.862 0.247
Br 1.605 1.749 -1.628
C -0.458 1.299 0.454
C -0.846 0.165 -0.429
C -2.216 -0.303 -0.107
C -2.829 0.436 0.960
N -2.336 1.480 1.639
N -1.129 1.934 1.394
H 1.021 -0.803 1.402
H 2.711 -0.840 1.962
H 2.324 -0.691 0.151
H 3.063 1.521 0.990
H 0.988 2.955 0.508
H -0.229 -0.317 -1.201
H -2.693 -1.142 -0.650
H -3.850 0.101 1.264
H -2.874 1.933 2.385
C 3.211 7.067 0.417
C 3.996 7.555 -0.542
C 4.163 6.846 -1.832
O 4.877 7.286 -2.706
C 3.421 5.575 -2.012
C 2.639 5.091 -1.050
C 2.473 5.799 0.235
O 1.753 5.351 1.110
H 3.078 7.570 1.366
H 4.544 8.481 -0.425
H 3.553 5.069 -2.960
H 2.089 4.165 -1.160
C 5.242 5.465 2.808
C 4.850 5.214 4.053
C 5.620 5.712 5.214
O 5.262 5.480 6.350
C 6.842 6.502 4.937
C 7.234 6.754 3.689
C 6.463 6.255 2.528
O 6.816 6.485 1.389
H 4.692 5.108 1.947
H 3.959 4.639 4.274
H 7.392 6.858 5.799
H 8.125 7.328 3.468
C 4.826 1.721 7.740
C 5.615 2.211 6.786
C 5.782 1.511 5.490
O 6.502 1.957 4.618
C 5.037 0.244 5.298
C 4.249 -0.245 6.254
C 4.082 0.456 7.548
O 3.362 0.010 8.416
H 4.693 2.218 8.692
H 6.165 3.135 6.911
H 5.169 -0.257 4.347
H 3.699 -1.170 6.132
C 0.894 -5.423 -1.942
C 0.548 -4.685 -0.889
C 0.636 -3.209 -0.923
O 0.322 -2.526 0.044
C 1.121 -2.583 -2.174
C 1.467 -3.319 -3.228
C 1.380 -4.797 -3.194
O 1.692 -5.467 -4.153
H 0.836 -6.504 -1.934
H 0.191 -5.129 0.033
H 1.180 -1.502 -2.185
H 1.825 -2.877 -4.149
C -3.905 1.591 -3.902
C -2.911 1.021 -3.225
C -2.086 -0.052 -3.828
O -1.173 -0.580 -3.210
C -2.406 -0.463 -5.210
C -3.401 0.106 -5.891
C -4.227 1.177 -5.289
O -5.131 1.698 -5.905
H -4.519 2.376 -3.478
H -2.662 1.312 -2.213
H -1.792 -1.247 -5.634
H -3.650 -0.184 -6.904
C -0.676 -6.972 4.379
C -1.022 -6.238 5.434
C -0.935 -4.761 5.405
O -1.248 -4.090 6.365
C -0.449 -4.132 4.155
C -0.103 -4.866 3.101
C -0.191 -6.343 3.132
O 0.123 -7.015 2.167
H -0.733 -8.053 4.384
H -1.380 -6.683 6.354
H -0.391 -3.050 4.150
H 0.255 -4.422 2.180
C -4.098 -8.364 1.088
C -3.432 -7.671 2.009
C -4.081 -6.572 2.762
O -3.474 -5.935 3.602
C -5.498 -6.275 2.451
C -6.164 -6.968 1.530
C -5.516 -8.067 0.777
O -6.122 -8.699 -0.061
H -3.640 -9.170 0.528
H -2.396 -7.876 2.248
H -5.956 -5.469 3.012
H -7.200 -6.764 1.290
C -7.452 2.902 -9.604
C -6.458 2.333 -8.925
C -5.632 1.261 -9.527
O -4.725 0.739 -8.908
C -5.953 0.847 -10.912
C -6.947 1.416 -11.591
C -7.773 2.489 -10.990
O -8.677 3.008 -11.608
H -8.067 3.686 -9.181
H -6.209 2.622 -7.912
H -5.338 0.063 -11.336
H -7.195 1.125 -12.604

***

# 3
106
Properties=species:S:1:pos:R:3 method="wB97M-V/def2-TZVPD" charge=+3 e_above_lowest_kj_mol=0.0 gap_ha=0.2391 total_energy_ev=-100133.3130 largest_force_ha_per_bohr=0.0256
Zr 0.055 -0.139 0.240
C -1.998 -3.344 -0.789
Si -1.047 -1.908 -1.451
C -2.253 -0.852 -2.433
C -3.105 -1.532 -3.312
C -4.022 -0.855 -4.101
C -4.099 0.533 -4.047
C -3.253 1.235 -3.208
C -2.356 0.550 -2.386
P -1.142 1.521 -1.465
C -1.812 2.860 -0.462
C -0.908 3.392 0.463
C -1.247 4.494 1.236
C -2.505 5.062 1.092
C -3.418 4.522 0.193
C -3.077 3.423 -0.586
C -0.265 2.362 -2.823
C -0.145 3.745 -2.853
C 0.353 4.373 -3.992
C 0.713 3.625 -5.100
C 0.594 2.237 -5.074
C 0.117 1.606 -3.936
C 0.420 -2.526 -2.433
C 0.246 -3.732 -3.115
C 1.275 -4.294 -3.864
C 2.508 -3.663 -3.927
C 2.712 -2.467 -3.253
C 1.683 -1.904 -2.498
P 1.969 -0.303 -1.689
C 2.491 -0.661 0.055
C 2.769 -1.928 0.575
C 3.432 -2.045 1.795
C 3.829 -0.905 2.487
C 3.522 0.361 2.002
C 2.832 0.486 0.805
C 3.561 0.320 -2.303
C 3.555 1.032 -3.505
C 4.752 1.428 -4.082
C 5.955 1.124 -3.459
C 5.961 0.427 -2.256
C 4.769 0.025 -1.670
H -2.786 -3.609 -1.501
H -1.354 -4.215 -0.640
H -2.484 -3.114 0.165
H -3.049 -2.615 -3.399
H -4.666 -1.409 -4.774
H -4.801 1.068 -4.676
H -3.267 2.318 -3.228
H 0.088 2.977 0.552
H -0.534 4.918 1.933
H -2.774 5.934 1.680
H -4.405 4.956 0.099
H -3.808 3.009 -1.270
H -0.446 4.345 -2.004
H 0.441 5.454 -4.013
H 1.070 4.121 -5.996
H 0.859 1.651 -5.949
H -0.021 0.530 -3.946
H -0.713 -4.244 -3.078
H 1.109 -5.223 -4.399
H 3.316 -4.096 -4.506
H 3.678 -1.982 -3.321
H 2.547 -2.808 -0.018
H 3.685 -3.027 2.178
H 4.390 -1.005 3.411
H 3.854 1.245 2.534
H 2.680 1.472 0.375
H 2.621 1.277 -3.990
H 4.745 1.977 -5.017
H 6.892 1.429 -3.911
H 6.900 0.191 -1.768
H 4.806 -0.534 -0.745
F 0.868 0.650 9.190
C 0.725 0.400 7.899
C 0.943 1.430 6.999
C 0.795 1.165 5.647
C 0.410 -0.116 5.237
C 0.220 -1.146 6.154
C 0.372 -0.878 7.506
Sb 0.217 -0.503 3.193
C -0.715 -2.405 3.033
C -0.161 -3.401 2.221
C -0.736 -4.666 2.145
C -1.860 -4.917 2.900
F -2.410 -6.121 2.848
C -2.443 -3.954 3.717
C -1.869 -2.698 3.778
C -1.602 0.513 2.659
C -2.242 0.054 1.501
C -3.442 0.591 1.041
C -3.984 1.620 1.771
F -5.120 2.164 1.355
C -3.390 2.108 2.929
C -2.194 1.559 3.369
H 1.230 2.410 7.360
H 0.974 1.962 4.933
H -0.048 -2.147 5.839
H 0.221 -1.647 8.254
H 0.737 -3.215 1.661
H -0.317 -5.457 1.533
H -3.327 -4.206 4.293
H -2.329 -1.940 4.403
H -1.921 -0.901 1.035
H -3.958 0.205 0.170
H -3.889 2.897 3.486
H -1.755 1.916 4.293

***

# 4
105
Properties=species:S:1:pos:R:3 method="wB97M-V/def2-TZVPD" charge=+1 gap_ha="0.2675 / 0.2986" multiplicity=2 total_energy_ev=-127892.9254 largest_force_ha_per_bohr=0.0081
Fe 0.112 0.100 -0.558
C 0.021 5.888 -0.317
C 0.607 4.961 0.536
C 0.129 3.664 0.578
C -0.950 3.284 -0.222
C -1.540 4.217 -1.065
C -1.049 5.515 -1.113
P -1.533 1.580 -0.010
C -3.025 1.388 -1.023
C -2.928 1.572 -2.405
C -4.029 1.370 -3.218
C -5.238 0.968 -2.665
C -5.342 0.778 -1.298
C -4.242 0.993 -0.480
C -2.056 1.565 1.737
C -3.096 2.355 2.224
C -3.402 2.308 3.571
C -2.671 1.483 4.428
C -1.615 0.732 3.943
C -1.279 0.775 2.589
Si 0.224 -0.020 1.779
C 0.201 -1.814 2.354
C 0.616 -2.329 3.582
C 0.345 -3.646 3.912
C -0.361 -4.467 3.030
C -0.771 -3.979 1.803
C -0.457 -2.664 1.462
P -0.920 -1.925 -0.139
C -2.726 -2.152 -0.133
C -3.386 -1.833 1.056
C -4.745 -2.051 1.184
C -5.464 -2.579 0.119
C -4.819 -2.888 -1.066
C -3.450 -2.683 -1.193
C -0.237 -3.041 -1.406
C 0.607 -4.100 -1.083
C 1.155 -4.893 -2.081
C 0.868 -4.638 -3.411
C 0.032 -3.581 -3.745
C -0.508 -2.784 -2.752
C 1.803 0.775 2.443
C 2.053 1.165 3.760
C 3.316 1.581 4.144
C 4.364 1.606 3.224
C 4.136 1.238 1.912
C 2.853 0.846 1.530
P 2.443 0.378 -0.174
C 3.541 -1.012 -0.536
C 3.244 -2.212 0.113
C 4.081 -3.305 -0.027
C 5.215 -3.208 -0.823
C 5.514 -2.018 -1.468
C 4.683 -0.916 -1.323
C 2.979 1.763 -1.215
C 3.141 1.556 -2.586
C 3.491 2.606 -3.416
C 3.674 3.878 -2.889
C 3.510 4.091 -1.530
C 3.170 3.038 -0.693
H 0.393 6.903 -0.352
H 1.437 5.249 1.168
H 0.587 2.952 1.258
H -2.392 3.950 -1.674
H -1.515 6.237 -1.769
H -1.991 1.874 -2.850
H -3.943 1.522 -4.285
H -6.097 0.805 -3.302
H -6.277 0.463 -0.858
H -4.341 0.833 0.583
H -3.663 2.998 1.562
H -4.212 2.911 3.959
H -2.925 1.440 5.479
H -1.058 0.105 4.630
H 1.151 -1.705 4.287
H 0.672 -4.038 4.865
H -0.585 -5.490 3.304
H -1.319 -4.616 1.117
H -2.832 -1.430 1.898
H -5.243 -1.815 2.115
H -6.527 -2.756 0.218
H -5.372 -3.306 -1.895
H -2.960 -2.961 -2.115
H 0.847 -4.316 -0.051
H 1.811 -5.710 -1.812
H 1.296 -5.256 -4.188
H -0.193 -3.372 -4.782
H -1.136 -1.951 -3.033
H 1.261 1.148 4.498
H 3.494 1.882 5.168
H 5.351 1.922 3.533
H 4.942 1.265 1.188
H 2.365 -2.283 0.745
H 3.849 -4.230 0.483
H 5.870 -4.061 -0.938
H 6.400 -1.941 -2.084
H 4.928 0.011 -1.827
H 2.998 0.572 -3.013
H 3.620 2.429 -4.475
H 3.947 4.698 -3.538
H 3.650 5.080 -1.114
H 3.054 3.221 0.366
C 0.078 0.341 -2.556
H 0.296 1.377 -2.838
H -0.863 0.056 -3.026
H 0.859 -0.286 -3.001